ORCA calculation (the ωB97M-V functional and the def2-TZVPD basis) on a structure of composition C30H53Cl2N4O7P2SeSi2Ti.

As for the total energy: -200115.9920 eV. The HOMO-LUMO gap (spin up / spin down) is 0.221 / 0.195 hartree. The expectation value of S² is 2.019. Its spin multiplicity is 3. As for the total charge: -1. The calculation puts the highest occupied orbital energy (spin up / spin down) at -3.9 / -4.1 eV.

Element x y z (Å)
Se -0.91188 3.02008 -0.16262
Ti -0.76584 -2.07813 -1.48031
Cl 2.40545 -0.71790 -0.58387
Cl 0.30965 -0.50696 1.40995
P -0.49285 -3.41622 -3.76436
P -0.92868 -0.34614 -3.94510
Si -3.74926 -0.56443 -0.13426
Si 1.01134 -4.65301 0.07877
O 0.67719 0.21947 -4.22194
O -2.58147 -0.82841 -3.88377
O -1.46713 1.04915 -4.58190
O 0.75067 -1.90856 -5.53063
O -0.72233 -0.35237 -2.37697
O -1.76971 -3.16119 -2.77650
O 0.60737 -2.90111 -2.72442
N 1.85733 2.60247 0.24128
N 0.75019 2.65871 2.13515
N -0.29738 -3.47331 0.13055
N -2.44342 -1.74221 -0.04440
C -0.38431 3.94084 3.91862
C 2.05532 2.32581 2.44547
C 4.65019 4.53275 -1.52729
C 2.76278 2.28925 1.24028
C -2.52805 -4.87468 2.70903
C 2.16142 4.00993 -1.78105
C 0.61715 2.78763 0.78127
C -1.35930 -3.66201 0.93066
C -2.47009 -2.71159 0.86999
C -3.64985 0.75461 -1.44031
C -5.35385 -1.46473 -0.56382
C -1.47366 -4.74511 1.85321
C 4.70067 1.59178 2.41250
C 2.00137 -0.93944 1.12597
C 4.09639 1.92049 1.20361
C -1.53479 -2.12686 -6.07110
C 1.67797 -5.01259 1.82721
C -0.71666 6.44827 3.94116
C -0.64684 5.18958 3.08549
C 3.21942 4.92500 -1.16959
C -3.52722 -2.87749 1.82519
C -0.34404 2.66410 3.08738
C -3.56301 -3.91221 2.71007
C 2.11879 2.60364 -1.19267
C 2.55601 -4.09701 -0.81047
C 3.99488 1.63134 3.61317
C -3.83907 0.34468 1.52775
C -0.54524 -1.89242 -4.93153
C 0.35637 -6.20328 -0.74609
C 2.65451 2.00045 3.64992
H 0.27277 -6.01438 -1.81947
H -5.29901 -1.75797 -1.61517
H -2.46459 -2.57103 -5.71972
H -2.43099 1.01368 -4.55519
H 2.10045 2.01580 4.57871
H 5.36860 5.24940 -1.12663
H 2.34049 -3.67932 -1.79099
H -3.20562 -0.12450 2.28343
H 1.30657 -1.34950 -4.96929
H 3.09850 4.94838 -0.08152
H -2.73379 1.34031 -1.49134
H -4.33303 -2.15953 1.83527
H -0.88927 7.33364 3.32841
H -0.70313 -5.49816 1.86521
H -2.63891 -1.72514 -3.50612
H 4.49414 1.36200 4.53451
H 3.03475 5.94507 -1.51534
H -0.63472 -6.47009 -0.37487
H -4.85817 0.38835 1.92177
H 1.52982 -4.14029 2.47225
H 1.31670 2.02935 -1.65837
H 2.75293 -5.19797 1.76233
H 1.17052 4.44999 -1.66240
H 5.73934 1.28883 2.41459
H -1.06035 -2.81452 -6.77313
H -3.83657 0.33329 -2.42630
H -1.57541 5.05896 2.52496
H 0.21412 6.59849 4.49337
H 4.64250 1.85355 0.27393
H 0.86102 0.87929 -3.54855
H -3.48881 1.36953 1.38158
H -4.46893 1.44692 -1.20496
H 2.33715 3.91050 -2.85648
H 4.91267 3.55197 -1.13013
H -1.16990 3.82647 4.67201
H -1.52761 6.38151 4.66992
H 4.77864 4.49587 -2.61112
H 1.22963 -5.86833 2.33324
H -5.54151 -2.36488 0.02123
H -4.39185 -3.99894 3.40153
H 1.02468 -7.05553 -0.59888
H 2.63794 -0.30079 1.72790
H 0.55899 4.05654 4.46460
H 0.14029 5.29630 2.33412
H 3.13898 -3.38394 -0.22438
H -1.77093 -1.19901 -6.59575
H 3.05270 2.06612 -1.35403
H -6.21051 -0.79408 -0.45258
H 3.18002 -4.99019 -0.92844
H -0.23488 1.78204 3.72298
H -2.56635 -5.71841 3.38696
H -1.26062 2.55221 2.50740
H 2.13399 -1.98856 1.37027

=====

ORCA calculation (the ωB97M-V functional and the def2-TZVPD basis) on a structure of composition C39H38Br5N5O3PSTa.

As for the total energy: -426531.0770 eV. The HOMO-LUMO gap is 0.208 hartree. As for the total charge: +2. The calculation puts the highest occupied orbital energy at -12.7 eV.

Element x y z (Å)
Ta 0.69300 -1.34279 0.55450
Br 3.59927 -2.67996 6.67265
Br 6.13562 -2.71292 4.55744
Br 0.52428 -2.05471 5.52660
Br -3.03064 4.68192 -5.00264
Br 5.57247 -1.98112 1.34281
S 0.54225 -3.90249 0.40626
P 0.67939 1.45501 0.64864
O 2.55404 -1.51486 0.88264
O 0.33714 -1.17371 -1.34967
O 0.61049 -1.55538 2.48582
N -1.49147 -1.61480 0.42532
N 2.52036 -4.04572 -1.48626
N -5.62727 -0.60977 -3.53765
N -5.01601 -1.47191 -2.90817
N 3.14377 -4.82397 0.41799
C -4.43990 2.26481 -5.52041
C -0.98337 2.18106 0.49979
C 1.15669 3.66765 2.35593
C -2.47413 4.00026 -0.05635
C -4.19646 -1.82671 -0.18438
C 1.30225 2.14300 2.28358
C -1.92689 -1.45495 -0.87009
C -1.20918 3.43383 -0.07410
C -3.74083 -2.02169 1.10019
C -5.00579 0.64647 -3.84388
C 3.31890 -2.35229 4.85130
C -5.04224 1.06820 -5.16508
C -0.93412 -1.23510 -1.84740
C 3.15112 -5.28363 1.80615
C -3.28197 -1.53185 -1.21481
C 2.76284 1.74017 2.50015
C -4.45893 1.45532 -2.85443
C 2.35590 3.40650 -0.66907
C 2.90356 1.00873 -0.94449
C -3.85481 3.04907 -4.53700
C -3.88376 2.66443 -3.20509
C -2.64895 -1.15028 -3.51806
C 1.81716 -1.87425 3.05145
C 4.39590 -2.35607 3.95851
C 2.11938 -4.24624 -0.22148
C 0.43496 1.55780 3.40765
C -3.62999 -1.31908 -2.57690
C -3.32089 2.09680 1.13229
C -1.28364 -1.10634 -3.15891
C 3.80975 -4.50023 -1.65717
C 1.74253 2.00775 -0.80816
C 0.90765 1.96156 -2.09721
C 2.90065 -1.85488 2.16950
C 4.18784 -2.08675 2.59893
C -3.53555 3.33047 0.53658
C 2.01439 -2.09390 4.39888
C -2.37917 -1.90573 1.37278
C 4.19715 -4.99096 -0.46175
C -2.05342 1.53308 1.11635
H -2.62644 4.97655 -0.49680
H 3.08484 3.46521 0.13746
H 3.47653 0.88565 -0.02585
H -0.60910 1.85648 3.31146
H 1.75371 4.19936 1.62192
H 0.48615 0.47337 3.46959
H -4.48820 1.15632 -1.81362
H 3.58422 1.37965 -1.71290
H -2.91967 -1.02730 -4.55749
H -5.52676 0.44971 -5.90871
H 0.79809 1.96202 4.35418
H -4.41874 -2.26909 1.90359
H 0.18970 2.77538 -2.16271
H 0.11603 3.97493 2.25455
H 4.13151 -5.08070 2.23180
H 3.43937 2.21811 1.79168
H 2.88542 3.62216 -1.59925
H -1.89118 0.59986 1.63711
H 3.06327 2.05457 3.50138
H 1.61912 4.19272 -0.52821
H 4.32338 -4.44323 -2.59845
H -4.51988 3.77812 0.55003
H -0.40155 3.99182 -0.52131
H 2.94492 -6.35138 1.84242
H -4.43741 2.59140 -6.55045
H 5.12235 -5.44336 -0.15445
H 1.59363 2.06081 -2.94092
H 1.91943 -3.65475 -2.19774
H -1.98757 -2.03956 2.37500
H -3.46081 3.30835 -2.44722
H 2.56112 0.02764 -1.28009
H 2.90729 0.66109 2.44245
H 0.36956 1.02473 -2.21536
H -4.13266 1.58282 1.62968
H -0.52638 -0.96003 -3.91707
H -5.24842 -1.92018 -0.42057
H 2.38840 -4.74418 2.36133
H 1.49538 3.98607 3.34350

=====

ORCA calculation (the ωB97M-V functional and the def2-TZVPD basis) on an isolated molecule of C4H4ClNO2S.

As for the total energy: -33148.7221 eV. The HOMO-LUMO gap (spin up / spin down) is 0.259 / 0.230 hartree. The calculation puts the highest occupied orbital energy (spin up / spin down) at -9.0 / -8.7 eV.

Element x y z (Å)
Cl -2.74855 0.97274 1.17659
S -0.66284 1.51916 -0.82782
O -1.17379 -1.35937 -1.34249
O -2.37085 -1.65121 0.35358
N -1.66111 -0.90697 -0.27159
C 1.11947 -0.60936 0.79510
C 1.05979 1.17030 -0.93000
C -1.39605 0.36962 0.19923
C 1.67347 0.29888 -0.05346
H 2.71945 0.25370 -0.03507
H 1.55110 1.71270 -1.60725
H 1.81130 -0.93299 1.55892
H 0.07862 -0.83720 0.98428

=====

ORCA calculation (the ωB97M-V functional and the def2-TZVPD basis) on a cluster of 2 separate species, C3H9O in total.

As for the total energy: -5303.5233 eV. The HOMO-LUMO gap is 0.241 hartree. As for the total charge: -1. The calculation puts the highest occupied orbital energy at -2.2 eV.

Element x y z (Å)
O -1.20834 0.00734 0.89601
C 1.79972 -1.28083 1.15838
C -1.45877 0.17770 -0.36643
C -0.83371 1.48524 -0.99219
H -2.55978 0.15267 -0.64161
H 2.44700 -0.54642 0.66194
H -1.08076 -0.66291 -1.13902
H -1.18306 1.70718 -2.00412
H 1.00058 -0.77603 1.68904
H 1.42863 -1.87135 0.31466
H -1.05356 2.23649 -0.23270
H 2.44539 -1.98840 1.68159
H 0.25665 1.35933 -1.02554

=====

ORCA calculation (the ωB97M-V functional and the def2-TZVPD basis) on an isolated molecule of C6H11O3.

As for the total energy: -12537.0429 eV. The HOMO-LUMO gap (spin up / spin down) is 0.327 / 0.295 hartree. The expectation value of S² is 0.753. Its spin multiplicity is 2. The calculation puts the highest occupied orbital energy (spin up / spin down) at -8.0 / -8.1 eV.

Element x y z (Å)
O 0.45574 1.37083 0.13584
O 3.14495 -0.64968 1.12445
O -1.95808 -0.16518 -0.80731
C 1.41380 0.54337 -0.09057
C -1.82207 1.17390 -0.67853
C 2.67968 -1.96984 0.98027
C -3.29673 -0.56325 -1.03589
C -0.47485 1.69648 -0.95340
C 2.11275 0.29194 1.21443
H 2.06612 -2.08178 0.07024
H -3.70519 0.34504 -1.62845
H -2.52969 1.68713 -0.02310
H -0.04115 1.26453 -1.86614
H -0.48965 2.79035 -1.00991
H 1.37217 0.00183 1.98826
H 3.55456 -2.62566 0.90654
H -3.83331 -0.61193 -0.07797
H 2.56040 1.24733 1.53782
H -3.28110 -1.47566 -1.63858
H 2.07166 -2.26974 1.85203

=====

ORCA calculation (the ωB97M-V functional and the def2-TZVPD basis) on a cluster of 9 separate species, C30H46N2O20 in total.

As for the total energy: -75781.6295 eV. Its SMILES is CCOC(C)=O.O=C1OCCO1.O=C1OCCO1.O=C1OCCO1.O=C1OCCO1.O=C1OCCO1.O=C1OCCO1.CCCC#N.CCCC#N. The HOMO-LUMO gap is 0.386 hartree. The calculation puts the highest occupied orbital energy at -10.5 eV.

Element x y z (Å)
O 36.81113 -7.97074 20.90617
O 34.72309 -7.25777 21.41838
O 22.36140 -8.37838 15.62900
O 25.47617 -19.91560 20.88982
O 25.05160 -21.00468 22.80884
O 36.52722 -5.82417 21.44776
O 36.83353 -21.70062 15.27421
O 25.97954 -18.93234 23.02214
O 27.61435 -3.93664 22.46822
O 35.00658 -20.38626 15.79223
O 20.53680 -10.88873 20.73271
O 26.76044 -5.06184 24.18878
O 20.42439 -8.28411 14.41601
O 30.45118 -13.60628 18.28151
O 18.45210 -11.04004 19.99846
O 19.70030 -12.86881 20.01393
O 28.32037 -14.08855 17.35770
O 28.62951 -12.59102 18.89533
O 27.85627 -3.11668 24.58485
O 36.98142 -19.38479 15.67672
N 25.97563 -13.26605 9.36446
N 36.33255 -18.61559 24.89989
C 35.96524 -9.00848 20.44084
C 27.70624 -11.86317 6.64668
C 26.13870 -5.57261 23.07280
C 20.54892 -9.55929 13.90053
C 18.51806 -13.28072 19.35253
C 35.19122 -18.32640 24.83862
C 28.38072 -13.23891 6.53597
C 17.53378 -12.11072 19.61527
C 19.47989 -9.71421 12.77231
C 24.83434 -21.98261 21.82649
C 36.04291 -6.91679 21.36349
C 25.59434 -19.86763 22.26569
C 21.29769 -7.80642 15.26661
C 27.01262 -13.51208 17.52023
C 20.85405 -6.50926 15.91005
C 24.95200 -21.17336 20.48260
C 34.72809 -19.03471 16.06785
C 26.28835 -11.89123 7.20145
C 26.17446 -12.69311 8.41424
C 36.12119 -18.49168 16.33275
C 27.47050 -3.99673 23.79741
C 33.22585 -17.91292 23.31145
C 32.49510 -19.24992 23.01614
C 34.53056 -8.58383 20.98229
C 33.83057 -17.85949 24.77286
C 27.04903 -5.09696 21.89766
C 36.35223 -20.60031 15.56261
C 27.21986 -12.86717 18.88856
C 29.22196 -13.44466 18.22646
C 19.65818 -11.56860 20.31359
H 29.40594 -13.12550 6.18362
H 28.33970 -11.31584 7.34471
H 20.36726 -5.81949 15.22060
H 33.17764 -18.41631 25.44499
H 34.05720 -9.34015 21.60841
H 31.73726 -19.43339 23.77780
H 34.20640 -19.04305 17.02486
H 33.85940 -8.41665 20.13985
H 35.97163 -9.23740 19.37517
H 20.08524 -6.80400 16.62431
H 32.44295 -17.15517 23.34256
H 26.41261 -4.78677 21.06891
H 20.36321 -10.35166 14.62562
H 23.83194 -22.40819 21.87326
H 19.57144 -8.80620 12.17629
H 26.36114 -14.37398 17.66446
H 26.11901 -6.66094 23.12970
H 27.79984 -11.27863 5.73144
H 28.49104 -13.67890 7.52710
H 23.94507 -21.01042 20.09836
H 34.00929 -17.69724 22.58495
H 36.19084 -17.45361 16.00771
H 26.57956 -12.86551 16.75702
H 19.58554 -10.67588 12.27019
H 33.82597 -16.80303 25.04113
H 21.60230 -5.98732 16.50654
H 25.10710 -5.34516 22.80417
H 18.54268 -9.60803 13.31863
H 26.72733 -11.89522 18.85996
H 21.51615 -9.71314 13.42210
H 33.16408 -20.10013 22.88303
H 18.62792 -13.55940 18.30450
H 16.90898 -12.26909 20.49427
H 36.43294 -18.46075 17.37676
H 27.99207 -14.02272 5.88582
H 31.96769 -19.11851 22.07133
H 27.71393 -5.95092 21.76819
H 16.89772 -11.88468 18.75944
H 36.09453 -9.97300 20.93184
H 18.20999 -14.21842 19.81504
H 25.56445 -21.69272 19.74553
H 25.86976 -10.88819 7.28385
H 26.86708 -13.44565 19.74238
H 25.54263 -22.81052 21.85786
H 34.10317 -18.39444 15.44526
H 25.74620 -12.48635 6.46660

=====

ORCA calculation (the ωB97M-V functional and the def2-TZVPD basis) on a structure of composition C35H36IrN6O6S2.

As for the total energy: -82611.7461 eV. The HOMO-LUMO gap (spin up / spin down) is 0.247 / 0.255 hartree. The expectation value of S² is 0.764. Its spin multiplicity is 2. The calculation puts the highest occupied orbital energy (spin up / spin down) at -7.8 / -7.9 eV.

Element x y z (Å)
Ir 0.20910 0.72794 0.64214
S 2.52595 0.46643 1.41890
S 5.02867 -1.14693 1.09737
O 0.68926 2.60720 0.01456
O 2.17768 4.54434 -0.88554
O 2.18199 0.96788 -3.24407
O -2.42773 1.07738 -7.49857
O -0.35349 0.51349 -7.44262
O 1.02867 0.28993 -1.47122
N 3.16109 -1.09676 -0.64594
N -1.77077 -1.12501 1.95306
N -1.55310 2.94465 0.36744
N -1.37669 0.89652 -6.91421
N -0.52886 -0.97883 1.42908
N -1.50195 1.63282 0.75966
C -2.49665 1.72760 -3.46508
C 5.18225 -2.33016 -0.27755
C -0.36226 3.36392 -0.01849
C 1.03279 5.24407 -0.91936
C -1.35803 1.11745 -5.45545
C -0.39803 -3.29025 -0.56474
C -0.00428 7.35235 -1.45647
C -1.75973 -3.84980 -0.14072
C -3.30629 -2.51924 3.17770
C 0.38989 -2.06929 1.63351
C -4.31975 -1.56098 3.06853
C -0.21502 4.74027 -0.51243
C 2.48120 -3.88716 1.80508
C 1.60735 -3.92973 0.73324
C -2.58477 1.14928 1.29102
C -0.17011 1.08181 -3.38843
C 1.20835 -2.06694 2.77571
C 0.54162 -3.03996 0.61904
C 3.46926 -0.61004 0.52479
C 0.26754 0.07283 4.06660
C -0.59669 -2.15265 -1.55765
C 4.15367 -1.90238 -1.33081
C 1.12456 0.80294 -2.65495
C -2.08780 -2.28539 2.62933
C -1.24858 6.86159 -1.05903
C 1.11801 6.55798 -1.38861
C -1.33292 1.48686 -2.74696
C -1.34129 5.56949 -0.59445
C 1.06099 -1.23263 4.05275
C -2.52399 1.53321 -4.83553
C -2.74237 -0.14766 1.85765
C -4.01508 -0.40681 2.41621
C -0.17936 0.90634 -4.76674
C 2.26416 -2.97704 2.81770
C 0.53513 -2.13491 5.18236
H -0.51789 -2.38078 5.02969
H -3.38697 2.06664 -2.95175
H 3.31585 -4.57492 1.85955
H -3.41533 1.69661 -5.42186
H 2.93401 -2.95332 3.66953
H -2.26478 -4.26532 -1.01416
H 0.51145 0.60886 4.98553
H 0.09439 -4.09580 -1.11605
H 1.09515 -3.06718 5.25336
H -1.66710 -4.64311 0.60384
H -3.46244 -3.46070 3.68464
H 4.60942 -1.31124 -2.12799
H -3.43245 1.81937 1.36463
H -1.22466 -2.50468 -2.37969
H -2.29254 5.16324 -0.28079
H -5.30021 -1.72482 3.49087
H 2.30468 -0.70131 -1.10734
H 4.97550 -3.32941 0.10155
H 0.34734 -1.81048 -1.97431
H 0.08416 8.36618 -1.82616
H -1.33027 1.62782 -1.67797
H 0.61387 -1.61537 6.13909
H 2.08842 -0.96865 4.31886
H -2.40940 -3.06967 0.25656
H -1.29493 -3.00811 2.68481
H 2.08896 6.92023 -1.69827
H -1.08200 -1.28699 -1.10870
H 3.67348 -2.77083 -1.78152
H 1.98256 3.63506 -0.59121
H 6.19650 -2.29643 -0.66601
H -0.81128 -0.10153 4.08306
H -2.12946 7.48592 -1.11716
H 0.50230 0.73115 3.23393
H 0.72171 0.61806 -5.28683
H -4.75004 0.37882 2.31264
H 1.74846 -4.67336 -0.04218

=====

ORCA calculation (the ωB97M-V functional and the def2-TZVPD basis) on the ion C3H3OS2 with charge -1.

As for the total energy: -26878.7998 eV. Its SMILES is CC(=S)C([O-])=S. The HOMO-LUMO gap is 0.267 hartree. As for the total charge: -1. The calculation puts the highest occupied orbital energy at -3.7 eV.

Element x y z (Å)
S 1.74568 -1.00332 -1.16689
S 0.74622 2.05698 0.24199
O 1.52937 -1.17008 1.46415
C 1.23602 -0.63405 0.41768
C 0.28166 0.48034 0.18034
C -1.11891 0.12371 -0.21267
H -1.32042 -0.93116 -0.03162
H -1.29141 0.34317 -1.26721
H -1.80822 0.73441 0.37422